Model a:
C7H17NO6S | the ωB97M-V functional and the def2-TZVPD basis

ORCA input file:
```
! RIJCOSX wB97M-V def2-TZVPD def2/J DEFGRID3
* xyz 0 1
C 3.16 1.73 -1.68
C -1.12 -2.35 2.01
C -2.60 0.43 -1.02
C 2.19 0.91 -0.83
C -0.35 -1.08 1.66
C -1.59 -0.56 -0.44
C 0.94 1.73 -0.63
N -1.12 -0.10 0.87
O 1.15 2.92 0.15
O 0.66 1.47 2.10
O -1.22 2.53 0.87
O 2.74 0.55 0.42
O 0.80 -1.44 0.95
O -0.51 -0.68 -1.31
S 0.05 1.85 0.86
H 2.78 1.82 -2.69
H 4.13 1.25 -1.71
H 3.27 2.73 -1.26
H -2.08 -2.10 2.44
H -1.26 -2.97 1.12
H -0.54 -2.92 2.73
H -2.63 0.31 -2.10
H -3.59 0.23 -0.62
H -2.31 1.44 -0.77
H 1.95 -0.03 -1.34
H -0.08 -0.56 2.58
H -2.08 -1.55 -0.34
H 0.34 1.90 -1.52
H -1.89 0.28 1.41
H 2.75 1.34 0.98
H 1.48 -0.75 1.02
H 0.14 -1.25 -0.86
*
```

For the LUMO energy, the calculation gives 0.67 eV. The HOMO energy is -9.953 eV.

Results of the natural (NBO) charge analysis, in e, for atoms 1 through 4: atom 1 (C): -0.634, atom 2 (C): -0.642, atom 3 (C): -0.648, atom 4 (C): 0.059

***

Model b:
C7H17NO6S | the ωB97M-V functional and the def2-TZVPD basis

ORCA input file:
```
! RIJCOSX wB97M-V def2-TZVPD def2/J DEFGRID3
* xyz 0 1
C 1.00 1.17 0.17
O 0.73 2.34 1.03
C 0.37 3.53 0.24
C -1.00 3.37 -0.65
N -2.18 3.73 0.23
S -2.96 2.34 0.93
C -3.66 1.11 -0.30
O -2.06 1.54 1.93
O -4.14 2.90 1.82
H 0.01 0.50 0.17
H 1.14 1.50 -0.97
H 1.88 0.48 0.55
H 1.26 3.91 -0.46
H 0.17 4.40 1.02
H -1.10 2.36 -1.23
H -0.94 4.22 -1.49
H -2.88 4.23 -0.39
H -4.84 1.25 -0.28
H -3.22 1.19 -1.38
H -3.47 0.02 0.15
C 4.10 -3.65 -1.38
O 3.01 -3.00 -0.72
C 2.16 -3.85 -0.09
O 2.26 -5.07 -0.05
O 1.18 -3.11 0.49
C 0.21 -3.87 1.19
H 4.72 -2.88 -1.85
H 4.72 -4.19 -0.66
H 3.73 -4.33 -2.16
H 0.67 -4.42 2.02
H -0.32 -4.55 0.51
H -0.53 -3.17 1.61
*
```

For the LUMO energy, the calculation gives 0.19 eV. The SMILES is COCCNS(C)(=O)=O.COC(=O)OC. The HOMO energy is -9.708 eV.

Results of the natural (NBO) charge analysis, in e, for atoms 1 through 4: atom 1 (C): -0.285, atom 2 (O): -0.543, atom 3 (C): -0.085, atom 4 (C): -0.295

***

Which of them is the most stable, and which is the least stable? model a and model b, in that order.

***

Model a:
C4H6O4 | the ωB97M-V functional and the def2-TZVPD basis

ORCA input file:
```
! RIJCOSX wB97M-V def2-TZVPD def2/J DEFGRID3
* xyz 0 1
C -0.99 -2.00 0.23
C -0.24 -0.84 -0.24
C 1.06 -0.12 0.26
C 0.81 1.41 0.46
O -1.43 -0.70 0.46
O -0.76 -2.95 1.18
O 2.16 -0.61 0.47
O -0.34 1.93 -0.12
H -1.67 -2.56 -0.48
H 0.02 -2.73 1.74
H -0.39 -0.49 -1.24
H 1.71 1.89 0.14
H 0.77 1.64 1.61
H -1.09 1.40 0.25
*
```

For the LUMO energy, the calculation gives 0.63 eV. The SMILES is O=C(CO)[C@@H]1O[C@@H]1O. The HOMO energy is -9.916 eV.

Results of the natural (NBO) charge analysis, in e, for atoms 1 through 4: atom 1 (C): 0.360, atom 2 (C): -0.091, atom 3 (C): 0.550, atom 4 (C): -0.171

***

Model b:
C4H6O4 | the ωB97M-V functional and the def2-TZVPD basis

ORCA input file:
```
! RIJCOSX wB97M-V def2-TZVPD def2/J DEFGRID3
* xyz 0 1
O -0.30 -1.56 -1.09
C -1.36 -2.18 -0.81
O -2.39 -1.75 -0.30
C -0.15 2.03 0.73
C -0.39 0.65 0.48
C 1.20 1.06 0.45
O 1.80 0.78 1.44
O 1.73 1.31 -0.74
H -1.33 -3.27 -1.05
H -0.52 2.65 -0.07
H -0.32 2.33 1.75
H -0.72 0.30 -0.51
H -0.53 -0.07 1.26
H 2.66 1.01 -0.69
*
```

For the LUMO energy, the calculation gives -3.63 eV. The HOMO energy is -8.136 eV.

Results of the natural (NBO) charge analysis, in e, for atoms 1 through 4: atom 1 (O): -0.797, atom 2 (C): 0.628, atom 3 (O): -0.727, atom 4 (C): -0.273

***

Which of them is the most stable, and which is the least stable? model a and model b, in that order.

***

Model a:
C4H6O4 | the ωB97M-V functional and the def2-TZVPD basis

ORCA input file:
```
! RIJCOSX wB97M-V def2-TZVPD def2/J DEFGRID3
* xyz 0 1
C -1.67 0.16 -0.89
C -1.61 -0.89 0.00
C -0.53 0.25 0.15
C 1.41 -0.34 -0.14
O -2.76 -0.01 0.06
O -0.74 1.18 1.13
O 2.12 -0.37 1.03
O 1.89 0.54 -1.07
H -1.79 0.41 -1.89
H -1.74 -1.99 0.24
H 1.07 -1.23 -0.52
H -1.66 1.45 1.14
H 2.42 0.55 1.38
H 2.32 1.31 -0.65
*
```

For the LUMO energy, the calculation gives 0.34 eV. The HOMO energy is -8.676 eV.

Results of the natural (NBO) charge analysis, in e, for atoms 1 through 4: atom 1 (C): -0.032, atom 2 (C): -0.040, atom 3 (C): 0.149, atom 4 (C): 0.495

***

Model b:
C4H6O4 | the ωB97M-V functional and the def2-TZVPD basis

ORCA input file:
```
! RIJCOSX wB97M-V def2-TZVPD def2/J DEFGRID3
* xyz 0 1
C 0.10 1.05 0.35
C 0.72 -0.32 0.82
C -0.48 -0.41 -0.12
C -0.16 -0.92 -1.62
H 0.13 2.43 1.90
H 0.31 1.57 -0.61
H 0.37 -0.21 1.88
H 1.73 -0.69 -0.66
H -2.20 -0.19 0.59
H -0.92 -1.58 -2.14
O -0.40 1.90 1.26
O 1.86 -0.91 0.40
O -1.85 -0.96 0.30
O 0.79 -0.76 -2.33
*
```

For the LUMO energy, the calculation gives 0.33 eV. The SMILES is O=CC1(O)[C@@H](O)[C@@H]1O. The HOMO energy is -9.479 eV.

Results of the natural (NBO) charge analysis, in e, for atoms 1 through 4: atom 1 (C): 0.074, atom 2 (C): 0.060, atom 3 (C): 0.064, atom 4 (C): 0.415

***

Model c:
C4H6O4 | the ωB97M-V functional and the def2-TZVPD basis

ORCA input file:
```
! RIJCOSX wB97M-V def2-TZVPD def2/J DEFGRID3
* xyz 0 1
O -1.85 0.13 2.56
O 2.54 -0.99 -2.50
O -1.65 -0.28 0.30
O 1.82 0.45 -0.86
C -2.34 -0.12 1.45
C 2.77 -0.20 -1.58
C -0.24 0.11 0.36
C 0.45 0.01 -1.03
H -3.41 -0.28 1.44
H 3.80 0.01 -1.37
H 0.27 -0.54 1.09
H -0.17 1.16 0.70
H 0.37 -1.04 -1.46
H -0.08 0.73 -1.69
*
```

For the LUMO energy, the calculation gives 0.77 eV. The SMILES is O=COCCOC=O. The HOMO energy is -10.877 eV.

Results of the natural (NBO) charge analysis, in e, for atoms 1 through 4: atom 1 (O): -0.587, atom 2 (O): -0.579, atom 3 (O): -0.505, atom 4 (O): -0.511

***

Which of them is the most stable, and which is the least stable? model c and model a, in that order.

***

Model a:
C2H5N2O2 | the ωB97M-V functional and the def2-TZVPD basis

ORCA input file:
```
! RIJCOSX wB97M-V def2-TZVPD def2/J DEFGRID3
* xyz 1 1
C 0.85 0.04 -0.32
C -0.90 0.11 -0.91
N 3.17 0.12 0.03
N -2.06 0.09 0.00
O 0.05 -0.93 -0.61
O 0.09 1.06 -0.48
H 3.31 -0.90 0.05
H 3.41 0.46 -0.90
H -2.51 1.02 -0.06
H -1.83 -0.12 0.99
H -2.73 -0.62 -0.34
*
```

For the LUMO energy (spin up / spin down), the calculation gives -6.56 / -5.44 eV. The HOMO energy (spin up / spin down) is -13.698 / -13.987 eV.

Results of the natural (NBO) charge analysis, in e, for atoms 1 through 4: atom 1 (C): 0.764, atom 2 (C): 0.313, atom 3 (N): -0.535, atom 4 (N): -0.734

***

Model b:
C2H5N2O2 | the ωB97M-V functional and the def2-TZVPD basis

ORCA input file:
```
! RIJCOSX wB97M-V def2-TZVPD def2/J DEFGRID3
* xyz 1 1
C -1.82 -0.38 0.11
C 1.87 -0.36 0.20
N -0.44 0.72 -0.12
N -2.71 0.53 0.13
O -1.59 -1.54 0.12
O 0.83 0.63 -0.08
H 1.41 -1.38 0.20
H 2.29 0.05 1.11
H 2.76 -0.23 -0.58
H -2.45 1.46 -0.02
H -3.70 0.28 0.30
*
```

For the LUMO energy (spin up / spin down), the calculation gives -7.11 / -7.10 eV. The HOMO energy (spin up / spin down) is -15.227 / -15.192 eV.

Results of the natural (NBO) charge analysis, in e, for atoms 1 through 4: atom 1 (C): 0.807, atom 2 (C): -0.302, atom 3 (N): 0.146, atom 4 (N): -0.764

***

Which of them is the most stable, and which is the least stable? model b and model a, in that order.

***

Model a:
C3H3N3S | the ωB97M-V functional and the def2-TZVPD basis

ORCA input file:
```
! RIJCOSX wB97M-V def2-TZVPD def2/J DEFGRID3
* xyz 0 1
C -0.58 -0.56 -0.65
C 1.42 0.41 0.52
C -1.34 -0.04 0.19
N 0.05 -0.53 -1.74
N 1.44 1.40 -0.08
N -2.06 0.16 1.19
S 1.39 -0.84 1.52
H 0.50 -1.46 -1.91
H 1.49 1.86 -0.98
H -2.31 -0.40 1.93
*
```

For the LUMO energy, the calculation gives -0.78 eV. The SMILES is N=C=C=N.N=C=S. The HOMO energy is -8.390 eV.

Results of the natural (NBO) charge analysis, in e, for atoms 1 through 4: atom 1 (C): 0.132, atom 2 (C): 0.268, atom 3 (C): 0.239, atom 4 (N): -0.566

***

Model b:
C3H3N3S | the ωB97M-V functional and the def2-TZVPD basis

ORCA input file:
```
! RIJCOSX wB97M-V def2-TZVPD def2/J DEFGRID3
* xyz 0 1
C -1.50 0.40 0.06
C 0.46 -1.25 0.05
C 0.83 0.95 -0.17
H -1.42 1.39 0.41
H 0.02 -2.20 0.01
H 0.85 2.00 0.36
N -0.16 -0.11 -0.16
N 1.77 -1.09 -0.06
N 1.98 0.26 -0.31
S -2.84 -0.36 -0.19
*
```

For the LUMO energy, the calculation gives -0.94 eV. The SMILES is S=Cn1cnnc1. The HOMO energy is -9.860 eV.

Results of the natural (NBO) charge analysis, in e, for atoms 1 through 4: atom 1 (C): -0.125, atom 2 (C): 0.164, atom 3 (C): 0.078, atom 4 (H): 0.192

***

Model c:
C3H3N3S | the ωB97M-V functional and the def2-TZVPD basis

ORCA input file:
```
! RIJCOSX wB97M-V def2-TZVPD def2/J DEFGRID3
* xyz 0 1
C 0.42 0.26 -2.37
C 1.09 -1.11 0.32
C -0.36 0.80 -0.02
N 0.07 -0.07 -3.40
N 1.67 -0.22 -0.42
N 0.83 0.76 -0.80
S -0.55 -0.86 0.70
H 1.49 -1.93 0.88
H 0.01 1.45 0.80
H -1.31 1.27 -0.31
*
```

For the LUMO energy, the calculation gives 0.15 eV. The SMILES is N#CN1CSC=N1. The HOMO energy is -9.471 eV.

Results of the natural (NBO) charge analysis, in e, for atoms 1 through 4: atom 1 (C): 0.340, atom 2 (C): -0.107, atom 3 (C): -0.385, atom 4 (N): -0.367

***

Model d:
C3H3N3S | the ωB97M-V functional and the def2-TZVPD basis

ORCA input file:
```
! RIJCOSX wB97M-V def2-TZVPD def2/J DEFGRID3
* xyz 0 1
C -0.14 1.00 0.01
C -1.26 -0.84 0.00
C 0.86 -0.14 0.00
H 1.08 2.33 0.03
H -2.10 -1.55 -0.02
H 0.40 -2.18 0.00
N 0.08 2.25 -0.01
N -1.47 0.44 0.00
N 0.08 -1.24 -0.01
S 2.47 -0.05 0.00
*
```

For the LUMO energy, the calculation gives -1.26 eV. The SMILES is [H]/N=C1/N=CNC1=S. The HOMO energy is -9.360 eV.

Results of the natural (NBO) charge analysis, in e, for atoms 1 through 4: atom 1 (C): 0.287, atom 2 (C): 0.268, atom 3 (C): -0.013, atom 4 (H): 0.346

***

Which of them is the most stable, and which is the least stable? model d and model a, in that order.